(1)
ORCA calculation (ωB97M-V with the def2-TZVPD basis set) on a 2-piece molecular cluster, C6H18N3 overall.

Computed properties:
F_max = 3.2 eV/Å
energy above the lowest of the compared OMol25 structures with the same formula, charge and spin = 283.8 kJ/mol
molecular weight = 132.2 Da
LUMO = -0.0908 hartree
electronic energy = -403.37249 Eh
frontier orbital gap = 0.4160 hartree
total charge = +1

Geometry (Å):
1 N -3.3798 0.1007 0.6954
2 N -0.5461 -1.5347 -1.2431
3 N 1.3078 -0.4185 0.0511
4 C 2.0068 -0.7443 -1.1733
5 C -0.0108 1.3230 1.3428
6 C 2.0597 -0.6907 1.2618
7 C -0.0613 1.5385 -1.1881
8 C -0.0695 -0.8521 -0.0983
9 C 0.2877 0.6398 0.0133
10 H 3.0076 -0.2707 -1.3188
11 H -0.4475 -1.2593 0.8018
12 H -0.1345 0.5337 2.0526
13 H -1.1645 -0.9452 -1.8250
14 H 1.9612 -1.8496 -1.2893
15 H 1.4315 -1.0311 2.1312
16 H 0.6599 2.5154 -1.2170
17 H 2.7238 -1.5417 1.1142
18 H -4.1138 -0.5696 1.0835
19 H -0.9722 1.8018 1.3344
20 H -1.1087 1.9233 -1.1045
21 H -3.8060 0.1518 -0.3024
22 H 2.5076 0.2659 1.4883
23 H -0.7972 -2.5069 -1.1906
24 H 0.8022 1.9778 1.5996
25 H 1.3782 -0.5020 -2.0109
26 H 0.0979 0.9303 -2.0980
27 H -3.6197 1.0146 1.0894

These are the natural (NBO) partial charges, in e, on atoms 1 to 4: number 1, N, carries -1.095; number 2, N, carries -0.860; number 3, N, carries -0.241; number 4, C, carries -0.431

(2)
ORCA calculation (ωB97M-V with the def2-TZVPD basis set) on C6H18N3P as an isolated structure.

Computed properties:
F_max = 3.4 eV/Å
energy above the lowest of the compared OMol25 structures with the same formula, charge and spin = 0.0 kJ/mol
molecular weight = 163.2 Da
LUMO = 0.0279 hartree
electronic energy = -744.92195 Eh
frontier orbital gap = 0.3072 hartree

Geometry (Å):
1 P -0.1106 -0.0639 0.4736
2 N -1.4764 -0.5965 -0.3364
3 N 0.1478 1.3994 -0.2883
4 N 1.6004 -1.2866 -0.5764
5 C -1.3475 -0.7935 -1.7644
6 C 2.7010 -1.3905 0.3536
7 C -0.7385 2.4598 0.1520
8 C -0.3935 0.0634 2.1446
9 C -2.4174 -1.4814 0.3078
10 C 1.4915 1.8357 -0.6030
11 H 1.9790 2.3498 0.2359
12 H -0.5706 -0.8579 2.6798
13 H -1.7060 2.0215 0.3994
14 H -1.2361 -1.8518 -2.0228
15 H -3.4105 -1.3110 -0.1196
16 H -2.1711 -2.5431 0.1681
17 H -2.4457 -1.2573 1.3710
18 H 2.0720 0.9581 -0.8778
19 H -0.8701 3.1757 -0.6638
20 H 3.6267 -1.1378 -0.1791
21 H 2.5979 -0.6775 1.1800
22 H -0.4654 -0.2556 -2.1070
23 H 2.8184 -2.3868 0.7899
24 H 0.3520 0.6882 2.6262
25 H 1.1143 -2.1751 -0.6531
26 H -2.2371 -0.4048 -2.2674
27 H -0.3572 2.9960 1.0285
28 H 1.4525 2.5236 -1.4513

These are the natural (NBO) partial charges, in e, on atoms 1 to 4: number 1, P, carries 1.894; number 2, N, carries -0.781; number 3, N, carries -0.787; number 4, N, carries -0.867

(3)
ORCA calculation (ωB97M-V with the def2-TZVPD basis set) on a 2-piece molecular cluster, C6H18N3Si overall.

Computed properties:
F_max = 2.7 eV/Å
energy above the lowest of the compared OMol25 structures with the same formula, charge and spin = 91.0 kJ/mol
molecular weight = 160.3 Da
LUMO (spin up / spin down) = -0.1382 / -0.1375 hartree
electronic energy = -692.85457 Eh
frontier orbital gap (spin up / spin down) = 0.2959 / 0.2927 hartree
total charge = +1

Geometry (Å):
1 Si -2.3797 -0.0205 -0.4402
2 N 1.3411 0.9839 0.0317
3 N 0.6395 -1.2309 0.0382
4 N -0.8959 0.4776 0.3953
5 C 1.0478 2.3747 -0.2654
6 C -0.1403 -2.2520 0.7056
7 C 1.6568 -1.7480 -0.8573
8 C 0.3686 0.0737 0.1438
9 C -3.8180 0.5430 0.6249
10 C 2.7302 0.7144 0.3528
11 H -3.5039 1.1307 1.4833
12 H -0.9439 1.4150 0.7738
13 H 0.1576 2.4535 -0.8879
14 H 3.3463 0.6466 -0.5456
15 H -0.6942 -2.8654 -0.0064
16 H 0.5442 -2.9049 1.2528
17 H 1.8901 2.7879 -0.8185
18 H -2.2715 -1.3791 -0.9259
19 H 3.1093 1.5363 0.9629
20 H -1.9117 1.1604 -2.7397
21 H -0.8311 -1.8016 1.4130
22 H 2.8181 -0.2035 0.9278
23 H 2.5058 -2.1728 -0.3135
24 H -4.5159 1.1420 0.0472
25 H 1.2079 -2.5429 -1.4590
26 H 2.0013 -0.9664 -1.5322
27 H -4.3774 -0.3166 0.9923
28 H 0.9189 2.9648 0.6460

These are the natural (NBO) partial charges, in e, on atoms 1 to 4: number 1, Si, carries 1.407; number 2, N, carries -0.374; number 3, N, carries -0.392; number 4, N, carries -1.005

(4)
ORCA calculation (ωB97M-V with the def2-TZVPD basis set) on an isolated ion of composition C6H18N4 and charge +2.

Computed properties:
F_max = 5.0 eV/Å
energy above the lowest of the compared OMol25 structures with the same formula, charge and spin = 289.8 kJ/mol
molecular weight = 146.2 Da
LUMO = -0.2446 hartree
electronic energy = -457.72164 Eh
frontier orbital gap = 0.3354 hartree
total charge = +2
structure (SMILES) = CN[C@]1(C[NH3+])[C@@H](N)[C@@H]1[NH2+]C

Geometry (Å):
1 N 2.3749 1.0051 1.3889
2 N 0.1323 0.9209 -0.9536
3 N -2.2199 -0.2584 0.1042
4 N 0.5170 -2.7187 0.0935
5 C 1.8128 -0.1609 0.4958
6 C 0.7002 0.7440 -2.3606
7 C -0.1712 -1.5869 -0.3637
8 C 0.3802 -0.0064 -0.0169
9 C -2.9866 0.7738 0.7498
10 C -0.8671 -0.6721 0.5154
11 H 0.5466 -2.6564 1.0839
12 H 0.9782 -3.3178 -0.5207
13 H 0.0788 1.8767 -0.8055
14 H 1.6875 1.2171 2.1507
15 H 3.2478 0.7450 1.8818
16 H -3.5327 0.4999 1.6012
17 H 2.4197 -0.1422 -0.4161
18 H 0.8839 -0.2270 -2.6418
19 H 2.6163 1.9260 0.9522
20 H -0.6970 -1.6533 -1.3178
21 H -2.2236 0.2382 -0.8033
22 H -2.6496 -1.1785 0.0791
23 H -3.8377 1.0634 0.1799
24 H -0.9065 -0.8889 1.6422
25 H -0.0082 1.2032 -3.0585
26 H -2.3030 1.5991 1.0007
27 H 2.0125 -1.0767 0.9929
28 H 1.6256 1.4175 -2.4752

These are the natural (NBO) partial charges, in e, on atoms 1 to 4: number 1, N, carries -0.705; number 2, N, carries -0.684; number 3, N, carries -0.502; number 4, N, carries -0.819

(5)
ORCA calculation (ωB97M-V with the def2-TZVPD basis set) on an isolated ion of composition C6H18N6 and charge +2.

Computed properties:
F_max = 4.2 eV/Å
energy above the lowest of the compared OMol25 structures with the same formula, charge and spin = 121.8 kJ/mol
molecular weight = 174.3 Da
LUMO = -0.3141 hartree
electronic energy = -567.20162 Eh
frontier orbital gap = 0.2976 hartree
total charge = +2
structure (SMILES) = CN[N@@H+](C)[C@H](N)C(=C\N)/N=[NH+]/C

Geometry (Å):
1 N -1.7356 -0.3302 1.4700
2 N 0.0763 1.2778 0.6422
3 N 0.5883 -2.9806 -0.3007
4 N -0.1435 -1.9956 0.0629
5 N 0.3133 1.9204 -0.5610
6 N -1.1108 0.3895 -2.4675
7 C -0.3606 2.1558 1.7451
8 C 1.0206 -3.7604 0.8137
9 C -1.2168 0.1246 0.3635
10 C -0.4410 -0.5895 -1.9239
11 C 1.7382 2.0510 -0.8027
12 C -0.4722 -0.9224 -0.5763
13 H 0.4657 -3.3500 1.6705
14 H 1.1568 -3.2530 -1.1765
15 H 2.2995 1.1958 -1.1372
16 H -1.4444 0.4142 -3.4415
17 H -1.5614 1.1802 -1.9790
18 H 2.0807 -3.5743 1.0617
19 H -1.8296 0.7650 -0.2032
20 H 0.9812 0.8717 0.8562
21 H -0.1733 2.7977 -0.5375
22 H 0.1335 -1.2490 -2.6859
23 H 1.7301 2.8939 -1.4957
24 H 2.2252 2.4264 0.1856
25 H 0.9603 -4.8695 0.7235
26 H -2.2222 0.3012 2.0887
27 H -1.5781 -1.2050 1.8229
28 H -0.5441 1.8050 2.7090
29 H 0.3886 2.9030 1.7082
30 H -1.3247 2.6063 1.3650

These are the natural (NBO) partial charges, in e, on atoms 1 to 4: number 1, N, carries -0.780; number 2, N, carries -0.255; number 3, N, carries -0.253; number 4, N, carries -0.064

(6)
ORCA calculation (ωB97M-V with the def2-TZVPD basis set) on a 6-piece molecular cluster, C6H18N6O12 overall.

Computed properties:
F_max = 3.0 eV/Å
energy above the lowest of the compared OMol25 structures with the same formula, charge and spin = 102.2 kJ/mol
molecular weight = 366.2 Da
LUMO = 0.0003 hartree
electronic energy = -1470.21747 Eh
frontier orbital gap = 0.3961 hartree
structure (SMILES) = C[N+](=O)[O-].C[N+](=O)[O-].C[N+](=O)[O-].C[N+](=O)[O-].C[N+](=O)[O-].C[N+](=O)[O-]

Geometry (Å):
1 O 1.2565 -6.8746 0.0856
2 O -0.3554 5.2439 0.3701
3 O 0.7413 -6.1642 -1.9228
4 O 1.6034 -1.9932 -0.4869
5 O -0.9941 -0.7722 1.6915
6 O 1.1054 3.6764 -0.0568
7 O -4.9194 1.4452 1.8529
8 O 4.0754 3.7468 0.1799
9 O -5.5994 2.7841 0.3338
10 O 4.3286 2.1157 -1.2237
11 O 0.5377 0.7077 1.5583
12 O 0.0000 -2.0527 -1.9362
13 N -5.5380 1.6889 0.8054
14 N -0.6219 0.4144 1.6308
15 N 0.5483 -2.3516 -0.9057
16 N 4.0138 2.5797 -0.1432
17 N 1.5052 -6.5666 -1.0680
18 N 0.6215 4.8225 -0.1858
19 C -0.3351 -3.1770 -0.0186
20 C 2.9215 -6.6217 -1.4403
21 C -6.1809 0.5456 0.0682
22 C 3.4761 1.5180 0.8461
23 C 1.3727 5.7079 -1.0642
24 C -1.6563 1.4767 1.5775
25 H 3.7068 0.5445 0.3705
26 H 3.8546 1.7600 1.8312
27 H 3.3505 -5.6464 -1.0778
28 H 2.9556 -6.6822 -2.5426
29 H -1.1515 -2.5234 0.2341
30 H 1.3100 6.7602 -0.7981
31 H 0.8337 5.4602 -2.0678
32 H 2.4053 1.6216 0.8413
33 H -2.4047 1.3888 2.2914
34 H -1.9682 1.4727 0.5352
35 H 0.0797 -3.4692 0.9154
36 H 2.3901 5.2739 -1.1227
37 H -5.3162 -0.0980 -0.0818
38 H 3.5287 -7.3674 -0.9653
39 H -0.6164 -4.0849 -0.5969
40 H -1.2381 2.4920 1.6931
41 H -6.9015 0.1292 0.7579
42 H -6.7257 1.0686 -0.7652

These are the natural (NBO) partial charges, in e, on atoms 1 to 4: number 1, O, carries -0.375; number 2, O, carries -0.359; number 3, O, carries -0.373; number 4, O, carries -0.368